--- P ---
Entry from the Open Molecules 2025 dataset: one molecule with the formula C2H3Cl2N2P (ωB97M-V/def2-TZVPD).

CARTESIAN COORDINATES (ANGSTROEM)
H1 1.6753 -1.5237 -0.7257
N1 1.8871 -1.1567 0.2007
C1 0.7987 -0.7411 0.6977
C2 -0.4738 -0.2965 -0.0119
Cl1 -0.9467 -1.4959 -1.3545
Cl2 -1.9411 -0.5543 1.2753
N2 -0.2570 0.9431 -0.5663
P1 -1.1532 2.1974 -0.2659
H2 -0.2959 3.1815 -1.0129
H3 0.7067 -0.5540 1.7635

Output
Net charge: 0
Multiplicity: 1
SMILES string: [H]/N=C\C(Cl)(Cl)/N=P/[H]
Orbital gap (eV): 8.65

***

--- Q ---
Entry from the Open Molecules 2025 dataset: C2H3Cl2N2P as an isolated structure (ωB97M-V/def2-TZVPD).

CARTESIAN COORDINATES (ANGSTROEM)
C1 1.2298 0.3049 0.1522
C2 -0.1727 -0.1337 0.0650
N1 1.6995 1.7225 -0.9801
N2 -0.6949 0.8070 -1.0022
P1 0.3111 2.0413 -1.6414
Cl1 2.4498 -1.0247 0.0086
Cl2 -1.0055 0.2037 1.5919
H1 1.4206 1.0077 1.0053
H2 -0.3422 -1.1077 -0.3320
H3 -1.6724 1.0383 -1.0493

Output
Net charge: 0
Multiplicity: 1
Orbital gap (eV): 10.00

***

Q is the most stable structure; the next one sits 0.510 eV above it.

***

--- P ---
Entry from the Open Molecules 2025 dataset: one molecule with the formula C7H13N2P (ωB97M-V/def2-TZVPD).

CARTESIAN COORDINATES (ANGSTROEM)
C1 -5.0375 0.8537 0.0682
N1 -4.3410 -0.1712 -0.1055
N2 -2.9052 0.0469 0.4446
P1 -1.8564 -0.6997 -0.4607
C2 -0.2133 -0.3595 0.4991
C3 0.7802 -1.5021 0.0613
C4 2.2939 -1.2537 0.3885
C5 2.7272 -0.1377 -0.4962
C6 1.9410 1.0940 -0.0930
C7 0.3366 0.9186 -0.2319
H1 -6.1159 0.9844 -0.2651
H2 -4.5215 1.8940 0.3529
H3 -0.2299 -0.2830 1.5416
H4 0.6386 -1.5922 -1.0183
H5 0.3397 -2.4551 0.4385
H6 2.9089 -2.1717 0.2114
H7 2.3652 -0.9551 1.3969
H8 3.7897 0.0715 -0.3272
H9 2.5690 -0.2685 -1.5979
H10 2.1935 1.3423 1.0156
H11 2.4380 1.8801 -0.8040
H12 -0.0697 1.7728 0.2985
H13 -0.0311 0.9910 -1.3175

Output
Net charge: 0
Multiplicity: 1
SMILES string: C=N/N=P/C1CCCCC1
Orbital gap (eV): 8.89

***

--- Q ---
Entry from the Open Molecules 2025 dataset: one molecule with the formula C7H13N2P (ωB97M-V/def2-TZVPD).

CARTESIAN COORDINATES (ANGSTROEM)
C1 1.2528 -1.8890 0.3464
C2 2.2772 0.6600 -0.2447
C3 -0.7251 -0.5537 -0.1634
C4 2.1665 2.0559 -0.4886
C5 -0.6520 -0.7844 -1.6819
C6 -2.1960 -1.0139 0.1899
C7 -0.6469 1.1640 1.4996
N1 0.0401 -1.7005 0.2828
N2 -0.1599 0.6787 0.2273
P1 2.8651 -0.6699 0.3696
H1 1.5096 -2.8665 0.5854
H2 2.2466 2.2591 -1.5013
H3 2.8389 2.5961 0.2849
H4 1.1431 2.3085 -0.2337
H5 -1.2633 -0.1222 -2.1546
H6 -0.9752 -1.8092 -1.7999
H7 0.2673 -0.5643 -2.1880
H8 -2.4427 -2.0324 -0.2620
H9 -2.9604 -0.2556 -0.0161
H10 -2.0943 -1.2025 1.2669
H11 -0.5307 0.4127 2.3083
H12 -0.1715 2.0770 1.8189
H13 -1.7892 1.2520 1.5543

Output
Net charge: 0
Multiplicity: 1
Orbital gap (spin up / spin down) (eV): 6.82 / 8.36

***

P is the most stable structure; the next one sits 3.204 eV above it.

***

--- P ---
Entry from the Open Molecules 2025 dataset: a 3-piece molecular cluster, C6H16N2O overall (ωB97M-V/def2-TZVPD).

CARTESIAN COORDINATES (ANGSTROEM)
C1 1.9386 -1.9469 -1.5709
C2 0.6381 -2.2286 -1.5760
N1 -0.1992 -2.3458 -0.4822
N2 0.1435 -1.8067 0.7807
H1 2.4895 -1.9241 -2.4937
H2 2.4953 -1.7528 -0.6678
H3 0.1199 -2.4308 -2.5057
H4 -1.1796 -2.1856 -0.6772
H5 1.0122 -1.2528 0.7710
H6 0.3640 -2.5870 1.4052
C3 1.6204 1.0946 0.0683
O1 2.0178 0.3982 0.9738
H7 1.3444 0.6798 -0.9133
H8 1.6005 2.1928 0.1442
C4 -1.4916 1.6839 -0.6542
C5 -1.2988 0.8666 0.6156
C6 -1.0837 1.7341 1.8483
H9 -1.6249 1.0377 -1.5226
H10 -0.6455 2.3466 -0.8392
H11 -2.3709 2.3242 -0.5740
H12 -2.2210 0.2917 0.7681
H13 -0.5796 -0.0586 0.6126
H14 -1.9470 2.3714 2.0353
H15 -0.9238 1.1138 2.7312
H16 -0.2186 2.3844 1.7225

Output
Net charge: 0
Multiplicity: 1
SMILES string: C=CNN.C=O.CCC
Orbital gap (eV): 8.82

***

--- Q ---
Entry from the Open Molecules 2025 dataset: a 2-piece molecular cluster, C6H16N2O overall (ωB97M-V/def2-TZVPD).

CARTESIAN COORDINATES (ANGSTROEM)
C1 0.6544 0.3186 0.2956
C2 -0.0736 0.9183 -0.8250
C3 1.9049 -0.4309 -0.0289
C4 -0.4889 -1.7671 1.1826
C5 0.5731 0.9522 1.6481
C6 -0.8548 2.1927 -0.5615
N1 -1.1428 -0.1031 -1.4353
N2 -0.4868 -1.1425 -2.1572
O1 -1.9969 -0.5553 -0.5308
H1 -1.2220 -1.0356 0.4170
H2 0.5918 1.0377 -1.6785
H3 -1.0273 -1.2944 -3.0016
H4 -0.4793 -1.9996 -1.6045
H5 -0.4545 1.1513 1.9479
H6 1.0496 0.3409 2.4142
H7 2.2448 -1.0502 0.8025
H8 2.7037 0.2885 -0.2566
H9 1.7764 -1.0566 -0.9128
H10 -1.3683 -2.3710 1.4290
H11 -0.0414 -1.4375 2.1125
H12 0.2077 -2.4013 0.6396
H13 1.0999 1.9152 1.6240
H14 -0.2097 2.9804 -0.1690
H15 -1.6646 2.0080 0.1438
H16 -1.2952 2.5413 -1.4954

Output
Net charge: 0
Multiplicity: 1
Orbital gap (spin up / spin down) (eV): 7.05 / 8.32

***

P is the most stable structure; the next one sits 2.831 eV above it.

***

--- P ---
Entry from the Open Molecules 2025 dataset: C22H24FN3O3 as an isolated structure (ωB97M-V/def2-TZVPD).

CARTESIAN COORDINATES (ANGSTROEM)
O1 -2.6753 -1.0829 0.2226
C1 -2.4748 -0.8940 -0.9673
C2 -2.3415 0.4415 -1.5913
C3 -2.1168 1.5634 -0.9059
C4 -1.9044 2.9086 -1.5453
C5 -2.5269 3.8843 -0.5439
C6 -2.2295 3.2628 0.8335
C7 -2.0482 1.7471 0.5902
N1 -2.3238 -1.9444 -1.8432
C8 -1.9524 -3.2434 -1.3073
C9 -0.4871 -3.2486 -0.9776
C10 0.2979 -4.2812 -0.1511
C11 1.3534 -3.1351 -0.1905
N2 2.4587 -3.1517 0.7283
C12 2.9000 -2.1754 1.5699
O2 3.6054 -2.4338 2.5322
C13 2.5257 -0.7664 1.2974
C14 2.3889 -0.0440 0.1489
C15 2.0701 1.2900 0.5477
C16 1.7819 2.4759 -0.1288
F1 1.7865 2.4644 -1.4777
C17 1.4934 3.6302 0.5453
C18 1.4850 3.6216 1.9541
C19 1.7517 2.4822 2.6767
C20 2.0449 1.3192 1.9558
N3 2.3324 0.0531 2.3854
C21 1.6347 -3.0964 -1.6963
O3 0.2920 -3.1725 -2.1990
C22 0.1534 -2.1621 -0.1026
H1 -2.3626 0.4831 -2.6761
H2 -0.8251 3.0861 -1.6152
H3 -2.3170 2.9710 -2.5520
H4 -2.1303 4.8949 -0.6427
H5 -3.6051 3.9391 -0.7093
H6 -1.3232 3.6910 1.2611
H7 -3.0385 3.4573 1.5370
H8 -2.7841 1.1302 1.0976
H9 -1.0692 1.4040 0.9422
H10 -1.9243 -1.7186 -2.7406
H11 -2.5378 -3.4214 -0.4079
H12 -2.1789 -4.0185 -2.0400
H13 -0.1069 -4.4230 0.8491
H14 0.5497 -5.2261 -0.6329
H15 2.8076 -4.0625 0.9910
H16 2.5038 -0.4047 -0.8574
H17 1.2765 4.5328 -0.0094
H18 1.2566 4.5411 2.4767
H19 1.7359 2.4864 3.7582
H20 2.4991 -0.2477 3.3306
H21 2.1128 -2.1719 -2.0254
H22 2.2221 -3.9507 -2.0414
H23 0.2452 -1.1750 -0.5462
H24 -0.2812 -2.1095 0.8928

Output
Net charge: 0
Multiplicity: 1
Orbital gap (eV): 8.99

***

--- Q ---
Entry from the Open Molecules 2025 dataset: C22H24FN3O3 as an isolated structure (ωB97M-V/def2-TZVPD).

CARTESIAN COORDINATES (ANGSTROEM)
O1 -0.5633 -1.5964 -0.5989
C1 -1.6797 -1.6580 -1.0896
C2 -2.8865 -2.0862 -0.3512
C3 -2.9301 -2.2002 0.9776
C4 -4.1794 -2.5309 1.7510
C5 -3.6574 -3.2633 2.9885
C6 -2.3313 -2.5563 3.3102
C7 -1.7995 -2.0280 1.9608
N1 -1.9103 -1.2982 -2.3988
C8 -0.9321 -0.4483 -3.0587
C9 -1.1009 0.9753 -2.6120
C10 -0.1096 2.1380 -2.8211
C11 -1.0350 2.7837 -1.7589
N2 -0.6281 3.9627 -1.0101
C12 -1.6160 4.4582 -0.1365
O2 -2.3236 5.4072 -0.4079
C13 -1.7954 3.7148 1.1176
C14 -1.0125 2.7892 1.7478
C15 -1.7353 2.3819 2.9092
C16 -1.5017 1.4724 3.9444
F1 -0.3414 0.7884 3.9470
C17 -2.4135 1.2807 4.9447
C18 -3.6148 2.0187 4.9327
C19 -3.9025 2.9282 3.9430
C20 -2.9489 3.0995 2.9319
N3 -2.9602 3.9037 1.8279
C21 -2.3562 2.8300 -2.5428
O3 -2.3397 1.5186 -3.1306
C22 -1.1485 1.3789 -1.1299
H1 -3.7951 -2.2374 -0.9253
H2 -4.6549 -1.5908 2.0548
H3 -4.9062 -3.0925 1.1645
H4 -4.3614 -3.2357 3.8201
H5 -3.4792 -4.3136 2.7465
H6 -2.4915 -1.7377 4.0141
H7 -1.6216 -3.2380 3.7779
H8 -0.9004 -2.5335 1.6173
H9 -1.5260 -0.9710 2.0152
H10 -2.8712 -1.1256 -2.6504
H11 0.0603 -0.8024 -2.7879
H12 -1.0515 -0.5227 -4.1400
H13 0.8834 1.9311 -2.4276
H14 -0.0731 2.5902 -3.8124
H15 -0.4420 4.7116 -1.6734
H16 -0.0409 2.4557 1.4293
H17 -2.1997 0.5724 5.7328
H18 -4.3272 1.8604 5.7314
H19 -4.8285 3.4869 3.9456
H20 -3.6620 4.5713 1.5570
H21 -3.2318 2.9488 -1.8996
H22 -2.3713 3.5953 -3.3228
H23 -2.0516 1.1309 -0.5723
H24 -0.2555 1.0753 -0.5913

Output
Net charge: 0
Multiplicity: 1
Orbital gap (eV): 8.58

***

P is the most stable structure; the next one sits 0.223 eV above it.

***

--- P ---
Entry from the Open Molecules 2025 dataset: one molecule with the formula CH3NS (ωB97M-V/def2-TZVPD).

CARTESIAN COORDINATES (ANGSTROEM)
N1 -0.7174 -0.4535 -0.0383
C1 0.5108 0.5047 -0.0470
S1 2.0409 -0.1418 -0.1960
H1 -1.6833 -0.1735 0.1477
H2 -0.2253 -1.3078 0.0662
H3 0.0743 1.5719 0.0674

Output
Net charge: 0
Multiplicity: 1
SMILES string: NC=S
Orbital gap (spin up / spin down) (eV): 9.16 / 9.16

***

--- Q ---
Entry from the Open Molecules 2025 dataset: a 2-piece molecular cluster, CH3NS overall (ωB97M-V/def2-TZVPD).

CARTESIAN COORDINATES (ANGSTROEM)
C1 -1.1453 1.3421 -1.0975
N1 0.1587 -0.8500 0.8998
S1 0.2776 1.7079 -1.5810
H1 0.1510 -1.5648 0.1582
H2 -0.5383 -0.1872 0.6807
H3 1.0962 -0.4480 0.9398

Output
Net charge: 0
Multiplicity: 1
Orbital gap (eV): 9.44

***

--- R ---
Entry from the Open Molecules 2025 dataset: CH3NS as an isolated structure (ωB97M-V/def2-TZVPD).

CARTESIAN COORDINATES (ANGSTROEM)
C1 0.8876 -0.2966 0.1658
H1 -2.1796 0.7887 -0.1610
H2 1.7135 -0.2682 0.8384
H3 0.6733 -1.3082 -0.1713
N1 0.0921 0.6799 0.1566
S1 -1.1869 0.4044 -0.8285

Output
Net charge: 0
Multiplicity: 1
Orbital gap (eV): 9.73

***

P is the most stable structure; the next one sits 0.417 eV above it.